55
Properties=species:S:1:pos:R:3 method="wB97M-V/def2-TZVPD" homo_energy_ha=-0.342 spin_multiplicity=1 orbital_gap_ha=0.347
H -0.393 0.441 -4.094
H 1.492 2.735 0.769
C -1.123 -0.436 1.575
O -4.137 -1.275 -0.423
H -0.893 4.710 1.121
H 0.242 5.200 0.233
H 2.978 1.373 2.988
O -0.681 4.930 0.209
H -3.840 1.100 -2.508
H 0.949 -3.255 3.812
N 0.101 -2.403 -0.953
H 1.916 -2.701 2.779
H -0.894 -2.378 -0.757
H 1.127 -1.583 0.743
O 2.920 2.060 2.322
H -0.739 2.020 1.786
H -2.739 2.784 1.100
H 0.059 -4.487 -0.608
H -0.724 0.198 3.654
H 1.511 -4.391 -2.473
H 2.361 1.748 1.614
H -2.342 2.421 -0.311
H 4.014 -1.466 2.071
H 0.655 -0.280 2.722
O 3.775 -0.537 2.042
C -0.492 -0.265 0.194
H 2.328 -3.018 -1.840
C 0.783 -3.683 -0.690
C 0.595 -1.244 -0.152
H 0.957 0.982 -2.284
H 1.403 -0.835 -0.773
H -0.889 -2.410 -2.697
H -3.271 -1.193 -0.853
H -0.755 -0.469 -2.965
H 1.187 -3.739 0.326
H -0.075 0.737 0.145
H 1.908 1.705 -1.371
O -3.155 1.075 -1.828
H -1.395 -1.457 1.852
C -0.291 0.262 2.656
O 0.976 -2.778 2.976
H 3.746 -0.248 1.127
H -4.050 -0.345 -0.142
N 1.837 -3.880 -1.670
H -2.384 -2.199 -2.363
O 1.539 2.911 -0.175
H -2.385 0.812 -2.358
O -0.498 0.464 -3.135
O 0.019 1.572 2.209
H -2.104 0.044 1.518
H -1.295 -0.211 -0.550
O 1.836 1.409 -2.291
O -1.741 -2.093 -3.072
O -2.026 2.367 0.600
H 0.994 3.697 -0.302


55
Properties=species:S:1:pos:R:3 method="wB97M-V/def2-TZVPD" s2=0.750 homo_energy_ha="-0.068 / -0.364" spin_multiplicity=2 orbital_gap_ha="0.069 / 0.362"
O -2.307 -0.737 3.151
O -2.014 2.532 3.012
H 0.364 0.211 4.935
C 2.683 -0.978 0.906
H -4.563 -1.693 -2.602
O 0.838 3.198 0.053
H -1.053 2.695 2.878
O 2.108 1.566 -1.623
O 3.075 -3.502 -1.758
H 0.217 1.228 3.693
H -3.606 1.808 0.391
H 1.559 -1.115 -0.779
H 1.307 2.533 -0.531
H -3.258 -0.927 -2.873
H 2.743 1.054 -1.071
H 1.587 0.885 -2.121
H 3.016 -4.447 -1.595
C 0.436 -1.914 0.813
O -0.245 0.564 4.260
H -1.461 -0.364 3.516
H -2.748 -1.246 3.844
N 1.691 -1.573 0.115
H -2.661 1.412 1.764
H -1.879 -0.541 -4.744
H 1.099 3.417 3.151
C -0.745 -1.092 0.293
H 1.196 4.045 -0.228
O -4.037 -0.947 -2.290
H -1.279 2.352 -0.104
H -1.687 -1.400 0.743
O 0.682 2.668 2.714
H -1.890 0.998 -1.085
H 4.211 0.284 0.905
H -0.853 -0.590 -3.553
N -2.865 1.220 0.761
N 3.387 -0.042 0.403
H 0.767 2.801 1.740
C -1.610 1.296 -0.069
O 0.792 -0.116 -3.336
H 2.840 -1.488 1.859
O -1.785 -0.805 -3.821
H -3.169 0.221 0.768
H -2.069 2.105 3.878
H 2.586 -3.015 -1.067
H -0.380 0.614 1.591
H 1.299 -0.957 -3.543
O 2.270 -2.198 -3.956
C -0.529 0.408 0.531
H -0.932 -1.276 -0.766
H 0.263 -2.973 0.590
H 0.422 0.721 0.071
H 1.987 -2.909 -4.536
H 2.625 -2.679 -3.167
H 0.502 -1.817 1.909
H 1.071 0.507 -4.018


57
Properties=species:S:1:pos:R:3 method="wB97M-V/def2-TZVPD" total_charge=+1 homo_energy_ha=-0.443 spin_multiplicity=1 orbital_gap_ha=0.365
N 2.834 -1.012 -2.254
H 2.820 0.249 2.853
O -1.960 -2.495 -3.145
H -2.427 2.248 5.266
H -1.995 -1.821 -3.846
H 0.965 -0.829 -3.327
H -4.767 -0.051 -0.036
C 0.848 0.102 -1.309
O -0.397 3.858 3.096
H 3.024 1.148 0.487
C 1.166 -0.011 0.143
O 4.667 -0.816 2.403
H -2.685 0.206 3.231
O -1.772 -1.959 0.634
C 2.208 0.521 0.845
H -0.559 -1.178 0.879
H -0.391 3.046 0.002
H 1.085 3.291 -0.278
H -0.238 0.179 -1.241
O 2.960 3.129 -1.588
H -1.024 2.203 4.753
H -2.760 1.756 -0.103
H -3.798 -0.677 0.999
N 2.100 0.099 2.163
H -2.231 -3.475 -1.777
C 1.069 -0.780 2.193
O 0.383 3.524 0.341
C 1.348 -0.958 -2.284
H 0.328 4.490 3.051
H -0.275 3.367 2.269
H -1.748 -2.849 0.225
H 3.457 3.930 -1.379
O 3.715 -2.258 0.360
H 4.158 -3.098 0.187
H 3.221 -2.113 -0.468
O -2.553 2.306 -0.877
O -2.997 -0.644 2.899
O -2.220 -4.030 -0.972
H -2.465 -1.748 1.269
H 3.183 -1.680 -2.921
H -2.389 -4.954 -1.171
H 4.714 -1.412 1.627
O -1.900 1.849 4.550
H 3.261 -0.098 -2.248
O -4.083 0.146 0.624
H -2.036 0.788 -5.019
H 2.714 3.308 -2.507
H -3.660 -1.042 3.480
H 0.818 -1.473 2.997
O -2.596 0.003 -5.031
N 0.441 -0.776 1.039
H -3.424 0.339 -4.670
H -3.389 2.543 -1.284
H 1.209 1.050 -1.703
H 1.135 -2.014 -2.036
H 5.405 -0.235 2.172
H -2.495 -3.189 -3.559


57
Properties=species:S:1:pos:R:3 method="wB97M-V/def2-TZVPD" total_charge=-1 homo_energy_ha=-0.223 spin_multiplicity=1 orbital_gap_ha=0.320
H -1.865 3.191 -1.832
N 3.510 -1.215 -0.641
H -0.396 -0.955 3.762
H 0.567 -1.788 -2.132
H 3.536 0.732 -1.408
H -0.380 1.468 0.736
H 0.130 -2.450 2.417
O -2.142 2.386 0.659
H 2.977 -2.986 1.748
H 0.807 1.179 -1.857
O -0.035 -1.383 -1.504
H -1.158 -3.330 -2.645
C -0.679 -0.723 1.348
H -2.812 1.010 -2.365
O 0.195 -2.935 0.600
H -2.906 -2.904 -1.637
H 0.394 0.201 -2.893
H -0.795 -3.597 -1.219
H -1.491 -0.794 2.116
H 2.412 3.412 -1.143
H 1.878 1.827 1.452
H -0.895 2.115 3.203
H 3.130 -1.457 -1.574
C 0.314 -1.898 1.488
N 1.909 0.478 -0.063
H 1.214 -0.161 -0.466
H 0.026 -2.420 -0.338
H -3.584 0.913 -0.720
H -1.724 -1.667 -1.780
O 0.960 1.050 -2.849
C 3.314 0.181 -0.473
O -1.049 -4.106 -2.038
H -2.503 3.005 -0.006
H 3.102 -1.763 0.004
H 1.725 2.011 -0.885
H 3.941 0.742 0.369
O -2.717 -1.966 -1.858
H -0.611 4.046 -2.235
H -0.657 2.905 2.012
O -3.864 0.111 -0.335
H -3.061 2.236 -3.215
H -2.858 2.349 1.334
H 2.236 -3.963 0.950
O 3.128 -3.752 1.114
O -3.082 1.989 -2.302
O -0.042 -0.678 4.588
O -1.549 4.068 -1.997
O 1.597 2.942 -1.046
H 0.619 0.034 4.285
C 1.546 0.761 1.373
H -3.462 -0.737 -0.712
H 1.949 0.043 2.044
C -0.014 0.657 1.398
H -0.265 0.957 2.520
O -0.696 2.996 3.008
H -1.221 -0.772 0.337
H 1.398 -1.595 1.302


57
Properties=species:S:1:pos:R:3 method="wB97M-V/def2-TZVPD" homo_energy_ha=-0.320 spin_multiplicity=1 orbital_gap_ha=0.323
H -1.325 4.587 -0.878
H 2.807 -2.987 -2.578
H 3.228 -1.627 1.684
N -1.888 -2.136 -1.144
H -3.570 0.769 -2.642
H 1.339 2.704 -1.743
H 3.985 -1.481 0.479
H 0.088 1.853 2.894
H -1.938 1.485 -2.229
H -1.597 0.385 0.804
H -3.654 -1.241 2.379
O 0.770 -1.331 3.080
H 0.911 -1.439 4.023
C -1.020 -1.562 1.171
O 3.178 1.141 -1.652
H 2.279 2.993 0.672
O 1.522 -2.260 0.784
H 0.826 -0.384 2.835
H 0.375 1.147 1.622
C -0.933 -2.904 -1.953
C -1.495 -0.230 1.700
H -0.425 1.654 -2.150
H -1.249 3.028 -0.831
H 4.056 1.384 1.849
H -0.706 -2.281 1.916
H 2.540 1.736 -1.234
C -1.947 -2.466 0.280
H 0.781 -1.831 1.228
H 1.207 -2.762 0.034
S 1.575 -3.159 -3.143
O 0.761 1.280 2.498
H 3.996 1.328 -1.197
H -1.097 2.703 1.132
S -3.169 0.010 2.458
H -0.089 -1.448 0.611
O 3.911 -1.023 1.322
O -0.965 3.855 -0.371
O -1.285 2.895 2.069
H -1.737 3.735 2.137
H -1.182 -3.972 -1.938
H 1.761 1.892 -3.039
H -3.031 -2.448 0.445
H 0.856 -2.964 -0.747
H 2.607 1.850 2.135
H -1.641 -1.158 -1.223
C 0.560 -2.597 -1.723
O 1.078 2.427 -2.636
H -1.250 -2.648 -2.969
O 1.616 2.940 -0.032
O -1.216 1.470 -1.586
H -4.864 1.108 -1.936
H -1.543 -3.442 0.534
H 0.822 3.484 0.080
O -3.923 1.308 -1.926
H 0.553 -1.518 -1.765
H -0.887 0.309 2.412
O 3.444 2.106 1.714


56
Properties=species:S:1:pos:R:3 method="wB97M-V/def2-TZVPD" homo_energy_ha=-0.331 spin_multiplicity=1 orbital_gap_ha=0.333
O 1.625 2.224 -2.101
H 2.778 -3.574 0.531
H 2.943 0.370 0.796
H 0.765 1.093 0.592
H -0.056 0.377 -1.816
O -2.220 1.096 3.467
O 0.252 -2.367 3.348
H -2.582 0.779 2.638
O 3.648 -0.064 -1.087
H -1.414 1.266 -3.970
H 1.508 -0.621 -3.979
H 2.092 1.472 -1.729
H -3.797 1.542 1.694
H 1.053 0.764 3.848
H -1.394 1.545 3.281
C 0.465 0.106 0.238
H -2.178 -2.817 0.914
H 4.553 0.192 -0.886
O -1.131 2.785 1.140
H 0.016 -0.037 -3.825
H -1.348 -0.304 -1.048
H -0.774 -2.971 -2.948
H -2.829 -0.933 0.026
H 0.052 -3.131 2.799
O 1.342 0.906 2.947
H -0.939 3.107 2.019
H -3.640 0.982 0.153
H 3.527 -1.258 0.618
H -4.362 -0.897 -0.109
H -1.664 -2.095 -2.064
H 2.280 -2.568 1.765
C 2.961 -0.478 0.106
H -0.909 1.435 -0.776
H 1.976 1.609 2.812
O -3.566 -0.614 -0.575
H -2.080 2.532 1.086
C -0.557 0.411 -0.849
C 1.544 -0.836 -0.338
H 1.557 -0.669 -1.413
H 0.989 2.572 -1.463
H -0.037 2.026 -3.476
O -1.913 -1.889 0.987
H 1.324 -3.951 1.113
O -1.146 -2.904 -2.063
N 1.102 -2.212 -0.007
O -0.582 1.682 -4.188
H 1.018 -2.013 2.894
H 0.925 4.814 0.315
H 0.190 -0.307 1.205
H 0.864 -2.695 -0.864
O 0.349 4.356 -0.303
C 1.867 -3.029 0.874
O 0.580 -0.825 -3.877
H -0.491 4.255 0.181
H -1.024 -1.953 0.574
O -3.511 1.714 0.796


57
Properties=species:S:1:pos:R:3 method="wB97M-V/def2-TZVPD" homo_energy_ha=-0.326 spin_multiplicity=1 orbital_gap_ha=0.325
O 1.107 1.802 2.883
O 3.027 3.761 -0.392
H -2.327 -3.659 1.157
H -2.130 -1.325 3.133
H 0.970 -4.028 -0.197
O -3.169 -2.043 -1.603
H -0.692 -0.415 0.461
C 0.958 -1.645 -2.300
H 1.177 -1.040 2.694
O -0.427 2.137 -3.927
H 2.212 4.081 -0.954
O 1.440 -3.710 0.568
H -0.651 2.566 -3.120
H 0.221 3.172 2.747
O -1.714 -0.640 3.414
N 1.496 -0.062 0.161
H -2.942 -1.107 -1.465
H 0.329 -1.808 0.099
H -1.161 1.478 -4.196
H -0.099 0.296 -2.023
H 3.755 1.479 -0.130
H 2.202 2.917 1.749
O 3.725 0.990 -0.862
S 0.243 -3.336 -2.603
H 2.973 1.287 2.042
H -2.236 1.248 -1.475
O -2.168 -2.785 0.851
C 2.058 1.846 1.741
H 3.507 3.183 -1.098
H -3.370 1.204 2.319
H 0.894 -3.063 0.954
H -1.784 3.603 -1.366
H 1.572 1.929 -0.491
H -0.954 -1.059 3.898
C 0.205 -0.771 -0.121
H 1.733 -2.001 3.892
H -1.185 -1.193 -1.841
H -1.132 3.997 2.788
O -3.177 0.566 1.570
H -2.705 -2.616 0.081
H 2.107 -0.605 0.793
H 1.069 0.857 3.234
H -0.680 -3.545 -1.771
C 1.265 1.355 0.515
C -0.178 -0.763 -1.656
H 1.323 -1.342 -3.395
O -0.379 3.840 2.221
H -0.749 2.840 -0.555
H -2.785 0.549 -0.103
O -2.730 0.590 -1.059
H 2.851 0.535 -1.110
O 1.064 -1.484 3.476
H 1.862 -1.639 -1.658
H 0.145 1.560 0.712
H -2.643 -0.083 1.944
O -1.202 2.919 -1.434
H -4.082 -2.117 -1.926


57
Properties=species:S:1:pos:R:3 method="wB97M-V/def2-TZVPD" total_charge=+1 s2=0.786 homo_energy_ha="-0.474 / -0.492" spin_multiplicity=2 orbital_gap_ha="0.348 / 0.267"
H -1.988 1.855 -0.914
H -1.328 -3.753 1.450
O 0.597 1.731 2.305
H 3.621 -3.391 0.561
O -0.433 4.337 2.374
O -0.352 1.458 -3.677
H 2.035 -0.914 -2.023
H 0.846 3.431 -1.090
H -0.815 1.806 -4.444
H -3.422 1.564 -1.486
H -1.304 -0.108 -2.698
H -2.533 -0.815 -3.277
C -2.912 -1.422 1.248
H -0.173 2.268 -3.165
H -2.442 5.178 0.418
C 0.196 -0.231 -0.325
N -1.995 -0.748 0.329
O -2.102 4.293 0.236
O 3.780 -2.520 0.935
O -0.199 -3.377 -0.689
O 0.319 -2.841 -3.235
H 0.741 0.905 2.820
C 2.465 -0.497 -1.131
O 2.351 3.008 0.231
H 2.204 -0.589 3.817
H -0.207 -3.449 2.458
O -1.683 -0.986 -2.862
O -0.992 -4.004 2.312
O 1.099 -2.468 1.541
O 0.081 3.502 -1.675
H -2.324 -0.674 -0.633
H 0.426 1.633 1.369
H 0.522 4.298 2.260
H -0.392 -2.198 -3.044
O -2.495 1.316 -1.527
H -1.386 4.298 0.917
H -0.721 3.808 -1.237
H 2.052 -2.271 1.454
C 1.609 0.026 -0.238
H 0.267 -3.762 -1.447
H 0.719 -2.491 0.641
H -0.751 3.430 2.438
H -0.564 -0.532 1.718
H -3.745 -0.767 1.511
O 1.272 -0.574 3.579
H -2.395 -1.682 2.165
H 3.527 -0.482 -0.938
H 4.624 -2.438 1.379
H -3.308 -2.279 0.705
H 0.910 -2.479 -3.899
H 1.072 -1.412 3.121
C -0.757 -0.423 0.662
H 2.899 2.578 -0.435
H 2.202 2.314 0.879
H -0.588 -2.594 -1.090
H 1.912 0.423 0.721
H -0.039 -0.293 -1.377


Relative energy (zero: lowest compared OMol25 entry of this formula, charge and spin) per entry: 3.0577 0.2311 0.0000 5.4700 5.3696 4.0537 3.6430 0.0000 eV